Molecular formula: C39H35BrF4GeN5OSr
Method: DFT, wB97M-V/def2-TZVPD

Summary:
LUMO	-4.485	eV
2S+1	1
net charge	+1
relative energy (zero: lowest compared OMol25 entry of this formula, charge and spin)	44.2	kcal/mol
molar mass	905.869	g mol⁻¹

Each line ends with the Löwdin charge.
Geometry (Å):
Sr  -0.0580  -0.3780  1.1545  1.481
C  0.7946  1.9384  -2.9946  -0.060
C  0.3725  1.0784  -1.8091  -0.245
N  1.2859  1.0745  -0.6430  -0.255
C  2.6055  0.5582  -1.0575  -0.239
C  3.4260  -0.0030  0.0859  -0.063
C  1.4454  2.3843  0.0132  -0.189
C  0.1746  2.9363  0.6261  -0.232
N  -0.3966  1.9859  1.5783  -0.151
C  -1.5395  2.3681  2.2379  -0.248
C  -2.1192  1.4462  3.1196  -0.200
F  -1.4861  0.2335  3.2295  -0.057
C  -3.2684  1.6361  3.8495  -0.219
F  -3.6748  0.6567  4.6608  0.113
C  -3.9829  2.8076  3.7283  0.088
C  -3.4704  3.7441  2.8525  -0.209
F  -4.1143  4.8975  2.6787  0.119
C  -2.2999  3.5516  2.1388  -0.136
F  -1.9085  4.5515  1.3297  0.092
H  0.0131  1.9043  -3.7535  0.085
H  1.7148  1.5780  -3.4536  0.076
H  0.9343  2.9844  -2.7193  0.075
H  0.2694  0.0371  -2.1253  0.118
H  -0.6184  1.3888  -1.4687  0.100
H  3.1691  1.3401  -1.5810  0.126
H  2.4315  -0.2453  -1.7749  0.131
H  3.7366  0.7572  0.8046  0.056
H  4.3267  -0.4801  -0.3005  0.095
H  2.8486  -0.7847  0.5831  0.049
H  1.8507  3.1306  -0.6820  0.130
H  2.1773  2.2729  0.8172  0.091
H  -0.5412  3.1552  -0.1735  0.124
H  0.4123  3.9055  1.0762  0.117
H  -4.8934  2.9861  4.2800  0.145
Br  1.6647  -3.8927  -7.6879  0.741
C  -0.0204  -3.8611  -6.8297  -0.697
C  -0.8008  -5.0045  -6.8121  -0.117
C  -2.0400  -4.9705  -6.1897  -0.029
C  -2.4662  -3.8160  -5.5524  -0.289
C  -1.6874  -2.6655  -5.5999  -0.032
C  -0.4632  -2.6838  -6.2438  -0.120
N  -3.7919  -3.7958  -4.9937  0.086
N  -3.9942  -3.4375  -3.8283  0.075
C  -2.9211  -3.1772  -2.9180  -0.244
C  -1.8663  -4.0316  -2.7078  -0.013
C  -0.8972  -3.7841  -1.7292  0.006
C  -0.9283  -2.6423  -0.9401  -0.405
O  -0.0182  -2.3408  -0.0617  -0.317
C  -2.0776  -1.7772  -1.1053  -0.158
N  -2.1640  -0.6935  -0.2731  -0.005
C  -3.1892  0.1210  -0.3955  -0.139
C  -4.2203  -0.0714  -1.3293  -0.038
C  -4.1575  -1.1520  -2.1627  0.018
C  -3.0668  -2.0484  -2.0732  -0.099
H  -0.4529  -5.9079  -7.2931  0.104
H  -2.6794  -5.8440  -6.1892  0.119
H  -2.0456  -1.7550  -5.1359  0.118
H  0.1449  -1.7913  -6.2942  0.100
H  -1.7862  -4.9268  -3.3112  0.120
H  -0.0780  -4.4765  -1.5858  0.116
H  -3.2188  0.9738  0.2786  0.104
H  -5.0450  0.6260  -1.3723  0.109
H  -4.9348  -1.3455  -2.8902  0.117
Ge  1.2655  1.3420  3.7561  1.241
C  2.7029  2.5101  3.3862  -0.368
C  2.3984  3.8743  3.3217  -0.117
C  3.4049  4.7933  3.0787  -0.052
C  4.7127  4.3562  2.9093  -0.044
C  5.0237  3.0041  2.9828  -0.055
C  4.0215  2.0781  3.2190  -0.115
C  1.3536  -0.5640  3.8481  -0.403
C  2.3824  -1.3128  3.2582  -0.133
C  2.4228  -2.6892  3.4035  -0.041
C  1.4570  -3.3325  4.1651  -0.028
C  0.4546  -2.6028  4.7906  -0.037
C  0.3956  -1.2280  4.6330  -0.115
H  0.0537  1.9764  4.4250  0.029
H  1.3767  4.2137  3.4520  0.105
H  3.1733  5.8483  3.0254  0.117
H  5.4986  5.0767  2.7252  0.117
H  6.0469  2.6755  2.8605  0.116
H  4.2717  1.0264  3.2842  0.097
H  3.1547  -0.8223  2.6824  0.076
H  3.2074  -3.2599  2.9258  0.124
H  1.4910  -4.4078  4.2779  0.123
H  -0.2877  -3.1062  5.3948  0.122
H  -0.3975  -0.6754  5.1135  0.105